Entry 1:
122
Properties=species:S:1:pos:R:3:forces:R:3 method="wB97M-V/def2-TZVPD" largest_force_ha_per_bohr=0.006 charge=+1
C 12.6647 -2.0365 3.6868 -0.0069 0.0479 0.0317
C 12.5109 -0.6556 3.0224 -0.0421 -0.0280 0.0127
C 11.2721 0.1477 3.4669 -0.0345 0.0793 0.0770
C 10.3049 0.4701 2.3272 0.0258 -0.0226 0.0952
C 9.1661 1.4001 2.7548 -0.0625 -0.1945 -0.0585
C 7.9208 1.3520 1.8431 0.0913 0.0891 -0.0605
C 6.6094 0.9919 2.5607 0.0128 -0.1988 -0.0640
C 5.3435 1.6525 1.9796 -0.1819 -0.1799 0.0200
C 4.3939 2.2625 3.0309 0.0548 -0.0144 -0.0195
C 3.1525 1.4134 3.3014 -0.0189 -0.1603 0.0394
C 2.1731 2.0661 4.3000 0.1042 -0.0301 -0.0352
C 0.9095 2.6077 3.6350 0.0220 -0.0406 0.0983
C -0.0671 1.5584 3.2016 -0.2220 -0.1419 -0.1403
C 0.1473 0.1742 3.1819 -0.0529 0.0181 0.0539
C -0.8479 -0.6522 2.7160 -0.1253 0.2121 -0.0606
C -0.6858 -2.1315 2.6217 0.0110 0.0303 0.0047
C -0.9190 -2.9522 3.7088 -0.0167 0.0365 0.1801
C -0.7619 -4.3187 3.5256 -0.0491 0.0574 0.2429
C -0.3839 -4.7854 2.2845 0.0108 -0.2963 -0.0107
C -0.1815 -3.8770 1.2594 0.0750 0.0550 -0.0814
N -0.3289 -2.5655 1.4194 -0.0148 0.0836 -0.2134
C -2.0570 -0.0550 2.2778 0.2862 0.0255 0.0558
N -2.2590 1.2366 2.3126 0.0787 0.0450 0.0133
N -1.2592 1.9780 2.7694 0.0986 -0.2827 0.0032
H 13.4545 -2.0365 4.4396 -0.0739 0.0088 0.0230
H 11.7415 -2.3427 4.1852 0.0319 -0.0211 -0.0704
H 12.9173 -2.8085 2.9596 0.0205 0.0129 0.0171
H 12.4664 -0.7878 1.9376 0.0243 0.0462 0.0440
H 13.4052 -0.0629 3.2254 -0.0034 -0.0505 -0.1319
H 10.7249 -0.4154 4.2308 0.0217 0.0581 0.0092
H 11.5750 1.0855 3.9452 0.0018 -0.0452 -0.0293
H 10.8719 0.9209 1.5057 -0.1202 -0.0700 -0.0631
H 9.8755 -0.4675 1.9560 0.0802 0.0055 -0.0706
H 9.5427 2.4247 2.7832 0.0048 -0.0137 0.2146
H 8.8746 1.1256 3.7745 0.0155 0.0926 -0.0081
H 7.7929 2.3203 1.3515 0.0355 -0.0439 -0.0209
H 8.1044 0.6192 1.0526 -0.0694 0.1279 -0.0994
H 6.7018 1.2342 3.6230 -0.0194 0.0916 -0.0347
H 6.4821 -0.0935 2.5015 0.0532 0.0259 0.2399
H 4.7843 0.8920 1.4227 0.0113 0.1378 -0.1161
H 5.6207 2.4121 1.2452 0.0543 0.0305 0.0928
H 4.9325 2.3755 3.9773 -0.0402 0.1610 -0.0545
H 4.0755 3.2648 2.7224 -0.0033 -0.0160 0.0081
H 2.6491 1.2165 2.3458 0.0023 0.0359 0.0340
H 3.4680 0.4343 3.6786 0.0254 0.0497 -0.0372
H 1.9080 1.3781 5.1081 -0.0534 0.0325 -0.0521
H 2.6643 2.9102 4.7881 0.0161 -0.0346 -0.0147
H 0.3859 3.3066 4.2965 0.0140 -0.0349 -0.0457
H 1.1873 3.1628 2.7336 -0.0070 0.0895 0.0259
H 1.0923 -0.2309 3.5179 -0.0333 0.0501 -0.0058
H -1.2168 -2.5362 4.6643 0.0191 -0.0578 -0.0410
H -0.9320 -5.0001 4.3489 -0.0001 -0.0043 -0.0271
H -0.2500 -5.8451 2.1117 -0.0011 0.0428 -0.0393
H 0.1165 -4.2129 0.2731 -0.0229 0.0449 0.0106
H -2.8686 -0.6577 1.8848 0.0214 0.0897 0.0288
H -1.4595 2.9723 2.7675 -0.0521 0.0072 -0.0209
C -4.2598 -0.6948 -2.6367 -0.0056 -0.0086 -0.0118
C -5.7400 -0.7125 -2.2874 -0.0026 0.0035 -0.0707
N -6.0408 -1.4910 -1.0987 0.0107 0.0345 -0.0449
C -7.4578 -1.7808 -0.9380 -0.0790 -0.1009 -0.0141
C -8.4099 -0.6051 -0.6945 -0.0010 -0.0225 0.0236
C -5.3235 -1.1078 0.0979 0.0911 0.0112 0.1302
C -5.4587 0.3411 0.5908 -0.0149 0.0014 0.0643
H -3.8692 -1.7104 -2.7144 -0.0006 -0.0065 0.0216
H -4.1157 -0.1972 -3.5961 0.0075 -0.0030 -0.0040
H -3.6659 -0.1528 -1.8982 -0.0023 0.0082 0.0051
H -6.2872 -1.1777 -3.1117 -0.0271 0.0185 -0.0025
H -6.1035 0.3259 -2.2278 0.0019 -0.0081 0.0151
H -7.5579 -2.5004 -0.1208 0.0086 0.0036 0.0096
H -7.7787 -2.3060 -1.8427 0.0147 0.0233 -0.0208
H -8.3210 -0.2016 0.3142 0.0264 0.0144 -0.0111
H -9.4403 -0.9403 -0.8207 -0.0040 -0.0022 0.0052
H -8.2425 0.2068 -1.4033 0.0029 -0.0050 -0.0172
H -4.2604 -1.3139 -0.0729 0.0021 0.0074 -0.0423
H -5.6301 -1.7921 0.8944 -0.0319 0.0087 0.0005
H -5.3641 1.0591 -0.2247 0.0089 -0.0197 -0.0272
H -4.6702 0.5728 1.3106 -0.0095 0.0177 0.0136
H -6.4063 0.5253 1.0943 -0.0413 -0.0082 -0.0801
C -8.0183 -2.0133 -6.0120 0.0565 0.0617 0.0149
C -7.6047 -3.3990 -5.5418 0.0326 0.0568 -0.0267
N -8.6041 -4.0388 -4.7063 0.0389 0.0333 -0.0045
C -8.1103 -5.2134 -4.0094 0.0187 -0.0422 0.0906
C -7.6869 -6.4274 -4.8449 -0.0106 -0.0109 0.0263
C -9.9322 -4.1488 -5.2892 -0.1050 -0.0090 -0.0215
C -10.0700 -4.8891 -6.6258 -0.0308 -0.0030 0.0287
H -8.2992 -1.3874 -5.1628 -0.0307 -0.0062 0.0007
H -7.1829 -1.5374 -6.5278 -0.0005 0.0086 0.0016
H -8.8552 -2.0382 -6.7099 -0.0118 -0.0364 0.0066
H -6.6989 -3.3027 -4.9348 0.0156 -0.0470 -0.0007
H -7.3200 -3.9986 -6.4212 -0.0235 -0.0210 0.0164
H -8.8787 -5.5214 -3.2950 -0.0106 -0.0008 -0.0070
H -7.2525 -4.8905 -3.4099 0.0119 0.0188 -0.0250
H -8.5420 -6.9606 -5.2579 -0.0012 0.0229 -0.0217
H -7.1369 -7.1303 -4.2163 -0.0058 -0.0042 0.0032
H -7.0323 -6.1437 -5.6697 0.0095 0.0118 0.0013
H -10.3282 -3.1385 -5.4137 0.0342 0.0157 -0.0062
H -10.5734 -4.6226 -4.5420 0.0064 -0.0188 -0.0014
H -9.3032 -4.5821 -7.3386 -0.0024 0.0230 -0.0046
H -11.0393 -4.6620 -7.0725 -0.0057 -0.0080 0.0069
H -10.0088 -5.9701 -6.5112 0.0480 0.0057 -0.0055
C 3.2935 6.5575 -2.8920 -0.0138 -0.0106 -0.0229
C 2.6422 5.3267 -2.2821 0.0062 0.0276 -0.0114
N 3.5276 4.5980 -1.3879 -0.0631 0.0639 0.0422
C 3.0465 3.2822 -1.0347 0.0652 -0.1724 0.0031
C 1.7569 3.1850 -0.2057 -0.0455 -0.0842 0.0150
C 4.1171 5.3716 -0.3079 0.0754 0.0134 0.0431
C 3.1703 6.0729 0.6764 0.0347 -0.0062 0.0154
H 4.2299 6.2934 -3.3838 0.0126 -0.0034 0.0141
H 2.6267 6.9955 -3.6347 0.0047 0.0018 -0.0068
H 3.5008 7.3271 -2.1481 -0.0070 0.0034 0.0093
H 2.3692 4.6374 -3.0856 -0.0195 -0.0107 0.0086
H 1.6972 5.6276 -1.8004 0.0095 -0.0026 0.0107
H 3.8473 2.7652 -0.4974 -0.0010 0.0061 -0.0003
H 2.8986 2.7223 -1.9625 -0.0268 0.0488 -0.0282
H 1.9292 3.4938 0.8255 0.0177 0.0426 -0.0016
H 1.4035 2.1490 -0.1973 0.0113 0.0149 0.0113
H 0.9594 3.8047 -0.6179 0.0024 0.0027 -0.0208
H 4.7678 6.1261 -0.7526 -0.0222 0.0130 -0.0214
H 4.7841 4.7019 0.2427 -0.0090 -0.0100 0.0072
H 2.3595 6.5881 0.1593 0.0052 0.0105 -0.0147
H 3.7215 6.8226 1.2459 0.0040 -0.0040 0.0109
H 2.7271 5.3812 1.3947 -0.0271 -0.0023 -0.0265


Entry 2:
123
Properties=species:S:1:pos:R:3:forces:R:3 method="wB97M-V/def2-TZVPD" largest_force_ha_per_bohr=0.061 smiles="CCCN[C@H]1NC(=O)[C@H](CCCCCN)[C@@]1(CCCOC)c1ccncc1.CCCCCC.CCCCCC.CCCCCC" de_lowest_ev=1.746
C -0.4923 1.1248 7.1837 0.5174 0.1751 -0.7084
C 0.4704 0.9195 5.9460 0.7247 -0.7516 0.2653
C 0.3158 -0.5059 5.2942 -0.3522 0.9945 1.2338
N -1.0147 -0.6808 4.6838 1.4440 -0.7448 -1.5287
C -1.1408 -2.1377 4.3543 -0.5188 0.4431 0.5377
N -1.9698 -2.6484 5.4660 -0.7105 -1.5756 -0.4414
C -3.3003 -2.9340 5.1071 2.2944 0.5835 -1.3371
O -4.1082 -3.5406 5.7632 -0.0094 0.1710 -0.1366
C -3.4055 -2.3187 3.6568 -0.6989 -0.1621 -0.8151
C -4.6533 -2.7944 2.8249 -0.9181 0.3539 1.2452
C -5.7438 -1.6456 2.9049 0.0962 0.0962 -0.1147
C -6.4157 -1.5090 4.3230 -0.9086 0.5745 -0.5374
C -7.7079 -2.4245 4.3621 0.2705 0.4308 0.4943
C -8.1095 -2.9354 5.7916 -0.0991 -0.1424 0.1657
N -7.0266 -3.5786 6.5637 -0.7924 0.2184 -0.4303
C -1.9594 -2.4717 3.0272 -0.1122 1.0290 -0.1841
C -1.6608 -3.8405 2.3149 0.4623 -0.5956 0.8712
C -1.5515 -5.0822 3.2757 0.5643 -0.8235 -0.6396
C -0.0950 -5.2793 3.8941 -0.6967 0.3755 -0.4064
O -0.0189 -4.9224 5.2778 -0.1464 -0.7068 -0.1358
C -0.1722 -6.0536 6.1378 0.5100 0.3194 0.9670
C -1.6451 -1.4292 1.9160 -0.0640 2.4172 -2.0283
C -2.6157 -1.0067 0.8864 2.7138 0.0793 1.3123
C -2.1552 -0.0085 -0.0319 -1.2383 -0.3113 -0.3444
N -0.9618 0.6290 -0.1187 -0.2826 -1.0401 0.8584
C -0.0373 0.2414 0.7802 -1.2613 -1.4985 1.1975
C -0.3547 -0.7561 1.7705 -0.4384 -0.5477 0.3296
H -0.9949 2.1159 7.0684 0.2127 -0.8988 0.4346
H 0.1254 1.1021 8.1135 -0.7206 0.1231 -0.6252
H -1.2415 0.3009 7.2409 0.3949 0.7173 0.0386
H 1.5226 0.9467 6.3403 -0.8592 0.0863 -0.4050
H 0.4147 1.7365 5.1844 -0.2612 -0.7502 0.5680
H 1.1457 -0.6971 4.5660 -0.8660 0.1796 0.4257
H 0.4095 -1.2529 6.1368 0.3175 0.5147 -0.5762
H -1.7667 -0.4314 5.3197 0.4029 -0.1320 -0.0003
H -0.1173 -2.5883 4.3276 -0.9641 0.2506 0.2288
H -1.5206 -3.2301 6.1685 -0.2320 0.1529 -0.1993
H -3.5269 -1.2150 3.8018 0.1221 -0.7367 0.0205
H -4.4262 -3.1022 1.7809 -0.0410 0.3247 0.7634
H -5.1258 -3.6747 3.3459 0.6250 0.5583 -0.5405
H -6.5812 -1.8156 2.1756 0.8072 0.0629 0.5016
H -5.2736 -0.6665 2.6239 -0.2693 -0.8120 0.1389
H -6.7868 -0.4500 4.4158 0.4734 -0.8633 -0.0146
H -5.7224 -1.6647 5.1800 -0.4056 -0.2104 -0.7538
H -8.5632 -1.7978 3.9935 0.6811 -0.7026 -0.0023
H -7.5294 -3.2611 3.6376 -0.3755 0.4088 0.7631
H -8.9385 -3.6905 5.7198 0.5836 0.7749 -0.1407
H -8.5015 -2.0924 6.4204 0.2810 -0.5947 -0.6711
H -6.5620 -4.2407 5.9448 0.3433 0.3396 0.4302
H -6.3748 -2.8772 6.9062 0.1057 -0.4665 -0.3507
H -0.6677 -3.7584 1.7917 -0.8678 0.0605 0.4403
H -2.3973 -4.0543 1.4957 0.4293 0.4425 0.8767
H -1.7106 -5.9981 2.6399 -0.0335 0.8428 0.5164
H -2.3336 -5.1305 4.0706 0.6168 0.2066 -0.5229
H 0.2117 -6.3484 3.7429 -0.0721 0.9230 0.2203
H 0.6200 -4.6005 3.3548 -0.5358 -0.7216 0.4185
H 0.6699 -6.7607 5.9398 -0.8802 0.1270 0.0687
H -0.0300 -5.6909 7.1917 -0.1501 -0.1981 -0.9792
H -1.1856 -6.5224 6.1032 0.7614 0.1956 -0.3367
H -3.6324 -1.4462 0.8378 0.8771 0.6218 -0.1245
H -2.9075 0.2965 -0.8009 0.7833 -0.1298 0.6194
H 0.9740 0.7085 0.7953 -0.9657 -0.3262 -0.2112
H 0.4442 -1.0187 2.5022 -0.6775 0.2938 -0.6888
C 2.6855 1.9702 -5.5483 -0.1031 0.0715 -0.1518
C 1.3700 2.1530 -4.8002 0.1231 0.0158 0.0830
C 1.2978 1.3487 -3.5019 -0.1834 0.0324 0.0085
C 1.3756 -0.1696 -3.6735 0.1765 -0.0372 -0.0757
C 0.3054 -0.7817 -4.5773 0.0615 -0.0072 0.1280
C -1.1019 -0.5705 -4.0438 -0.1791 -0.0413 -0.1333
H 2.8341 0.9339 -5.8587 0.0295 0.0322 0.0162
H 2.6964 2.5901 -6.4482 0.0805 -0.0420 0.0072
H 3.5319 2.2687 -4.9249 -0.0023 -0.0536 -0.0124
H 0.5333 1.8971 -5.4590 0.0133 -0.0171 0.0620
H 1.2528 3.2134 -4.5566 -0.0526 -0.0351 -0.0124
H 0.3741 1.6096 -2.9769 0.0423 -0.0459 0.0389
H 2.1156 1.6626 -2.8437 -0.0141 0.0157 -0.0272
H 1.3071 -0.6299 -2.6815 -0.0340 0.0007 -0.0325
H 2.3613 -0.4440 -4.0632 -0.0013 0.0268 0.0251
H 0.4947 -1.8566 -4.6595 0.0190 0.0385 -0.0310
H 0.3792 -0.3812 -5.5929 0.0555 0.0206 0.0286
H -1.2032 -1.0015 -3.0448 -0.0292 0.0586 -0.0011
H -1.8327 -1.0484 -4.7006 -0.0313 0.0138 0.0813
H -1.3588 0.4892 -3.9844 0.0097 -0.0333 0.0413
C 3.0116 1.2713 3.5603 0.1146 -0.0415 0.0890
C 3.9204 2.4839 3.4029 -0.1004 0.0451 -0.0724
C 4.0023 2.9901 1.9622 0.0957 0.0546 0.0037
C 4.5925 1.9957 0.9586 -0.0663 -0.0793 0.0257
C 5.9997 1.4981 1.2903 -0.0160 0.0673 -0.1265
C 7.0417 2.6101 1.3093 0.0846 -0.0994 0.1021
H 3.3767 0.4153 2.9873 -0.0303 0.0165 -0.0060
H 2.9627 0.9706 4.6080 -0.0298 -0.0396 -0.0634
H 1.9950 1.5006 3.2290 0.0126 -0.0403 -0.0190
H 4.9183 2.2485 3.7867 -0.0266 0.0280 -0.0557
H 3.5350 3.2921 4.0319 0.0507 -0.0117 -0.0084
H 4.5871 3.9148 1.9466 -0.0144 -0.0216 -0.0249
H 2.9970 3.2654 1.6248 0.0159 -0.0051 0.0330
H 4.6063 2.4690 -0.0292 0.0160 -0.0224 0.0261
H 3.9269 1.1313 0.8659 -0.0049 0.0288 -0.0023
H 6.2918 0.7594 0.5377 -0.0329 -0.0157 0.0534
H 6.0034 0.9743 2.2508 -0.0354 0.0033 -0.0179
H 7.0882 3.1165 0.3423 -0.0143 0.0262 0.0419
H 8.0306 2.1985 1.5221 -0.0054 0.0770 -0.0273
H 6.8244 3.3551 2.0774 0.0105 0.0043 -0.0459
C 0.6986 3.3530 -9.3119 0.0874 -0.0334 0.1553
C 1.6420 4.5474 -9.3907 -0.1169 0.0403 -0.0429
C 1.7564 5.1330 -10.7984 0.1083 0.0539 0.0113
C 2.3325 4.1818 -11.8507 -0.0654 -0.0885 0.0149
C 3.7213 3.6272 -11.5317 -0.0110 0.0827 -0.1214
C 4.7928 4.7069 -11.4363 0.0823 -0.1091 0.0967
H 1.0462 2.5212 -9.9280 -0.0422 0.0160 0.0113
H 0.6291 2.9954 -8.2818 -0.0517 -0.0445 -0.0528
H -0.3065 3.6291 -9.6398 0.0273 -0.0373 -0.0308
H 2.6287 4.2629 -9.0103 -0.0218 0.0346 -0.0525
H 1.2710 5.3288 -8.7206 0.0611 -0.0093 -0.0078
H 2.3665 6.0404 -10.7540 -0.0123 -0.0192 -0.0256
H 0.7637 5.4552 -11.1309 0.0159 -0.0116 0.0327
H 2.3724 4.7104 -12.8095 0.0232 -0.0214 0.0259
H 1.6453 3.3435 -12.0007 -0.0046 0.0350 0.0086
H 4.0033 2.9249 -12.3220 -0.0326 -0.0183 0.0528
H 3.6980 3.0494 -10.6030 -0.0364 0.0061 -0.0199
H 4.8660 5.2663 -12.3720 -0.0137 0.0251 0.0428
H 5.7673 4.2563 -11.2359 -0.0027 0.0789 -0.0221
H 4.5855 5.4124 -10.6292 0.0103 0.0052 -0.0447


Quick rundown of frontier orbital gap, same order as above: 4.9; 9.2 eV
Quick rundown of calculated total energy, same order as above: -1860.4399; -1902.2408 a.u.